C4H16O4 | ωB97M-V with the def2-TZVPD basis set

```
24
Properties=species:S:1:pos:R:3
C 1.8712 -0.4817 -1.1207
C 0.8352 -0.0476 -0.4137
C 0.2333 1.3253 -0.4264
C 0.8224 2.1558 0.7198
H 2.0903 -1.5425 -1.1773
H 2.3016 0.0763 -1.9495
H 0.3719 -0.7441 0.2729
H 0.5206 1.8253 -1.3579
H -0.8499 1.2841 -0.4185
H 1.8781 1.9431 0.8764
H 0.7483 3.2368 0.5728
H 0.2763 1.9770 1.6486
O -4.0884 -0.5414 -0.6139
H -3.5084 0.1084 -0.1927
H -3.5034 -1.2762 -0.8470
O 3.7966 0.1231 1.4973
H 3.0939 -0.5173 1.6051
H 3.9494 0.3286 0.5751
O -1.9255 -0.1934 1.0998
H -1.7871 -1.1384 0.9365
H -2.6934 -0.2115 1.6898
O -1.7534 -2.4056 -0.7892
H -1.5888 -3.3485 -0.8742
H -1.0907 -1.9357 -1.3129
```

The HOMO-LUMO gap comes out at 10.25 eV. Its molecular weight is 128.17 g/mol. The calculation puts the largest force on an atom at 1.5 eV/Å. As for the SMILES: C=CCC.O.O.O.O. The charge is 0.

C10H12CeI2IrO6S | ωB97M-V with the def2-TZVPD basis set

```
33
Properties=species:S:1:pos:R:3
I -4.0685 -0.9939 0.7979
I 1.7042 -2.2236 -2.6583
Ir 1.7521 -0.9962 -0.3427
Ce -1.1749 -0.7679 1.2387
S -0.3297 -0.1249 -1.2404
C -0.9127 1.5053 2.0274
C -1.4638 -0.8735 4.1012
C -0.7306 1.6543 -1.9230
C -0.4089 1.5856 -3.4025
C 0.1531 2.6685 -1.2239
C -2.2239 1.8739 -1.6919
C 3.2931 -2.0538 0.0366
C 2.6075 0.6484 -0.1090
O -1.2152 -0.7971 5.2180
O -0.8056 2.5944 2.4098
O 4.1744 -2.7493 0.3318
O 3.1375 1.6800 -0.0183
H -0.5405 2.5838 -3.8385
H -1.0806 0.8865 -3.9079
H 0.6200 1.2534 -3.5741
H -0.1402 3.6782 -1.5568
H 1.2138 2.5207 -1.4773
H 0.0608 2.6207 -0.1305
H -2.5049 2.8630 -2.0940
H -2.5222 1.8274 -0.6326
H -2.8023 1.1083 -2.2267
C 0.3846 -3.8806 2.3972
O 0.2543 -2.7764 1.4599
C 1.1610 -1.6746 1.5491
O 1.1988 -1.1072 2.6441
H 1.4178 -4.0260 2.7008
H 0.0464 -4.7647 1.8696
H -0.2547 -3.7427 3.2663
```

The HOMO-LUMO gap (alpha / beta) comes out at 7.31 / 5.70 eV. Its molecular weight is 846.41 g/mol. The calculation puts the largest force on an atom at 8.5 eV/Å. The charge is +4. The multiplicity is 6.

Ordered energy relative to the best compared isomer or geometry (same formula, charge and spin) results: 1.057; 0.000; unit eV.